# 1
CH12NO3 | wB97M-V/def2-TZVPD

Properties
LUMO	-3.42	eV
frontier orbital gap	10.63	eV
relative energy (zero: lowest compared OMol25 entry of this formula, charge and spin)	114.5	kJ/mol
total energy	-325.52219	hartree
charge	+1
HOMO level	-14.05	eV

Positions of all 17 atoms, in Å:
O -1.40 -1.45 1.29
H -0.30 0.77 -1.94
H 1.04 -1.35 -0.91
H 1.28 -1.41 2.45
H -1.60 -0.33 -1.32
H -1.11 -1.87 2.10
C -0.59 -0.24 -1.67
H 1.14 5.55 -1.33
H -0.20 -1.13 0.25
O 0.53 4.80 -1.29
H 1.53 -2.80 2.85
O 0.80 -2.24 2.56
H 0.05 5.06 -0.49
H 0.81 0.13 -0.20
N 0.34 -0.70 -0.57
H -2.01 -2.04 0.82
H -0.32 -0.75 -2.58

# 2
ClH14O7 | wB97M-V/def2-TZVPD

Properties
LUMO	2.87	eV
frontier orbital gap	7.90	eV
relative energy (zero: lowest compared OMol25 entry of this formula, charge and spin)	162.5	kJ/mol
total energy	-995.35012	hartree
charge	-1
HOMO level	-5.03	eV

Positions of all 22 atoms, in Å:
O -2.25 3.80 -1.37
H 2.37 2.84 -3.14
H 3.96 -1.10 0.57
H 0.22 -3.28 -2.48
O -3.10 -4.19 0.78
H -1.18 -0.10 3.13
Cl -0.47 -0.24 -0.68
O -1.64 0.36 3.84
H -2.69 -4.92 0.31
O 0.28 -4.08 -3.01
H 2.64 -0.69 1.19
H -0.99 0.40 4.55
H -2.44 -3.50 0.79
H -2.70 3.57 -0.56
H -1.78 3.01 -1.62
O 3.37 -1.29 1.30
O 0.70 3.75 2.05
H 0.40 2.91 1.71
H -0.09 -4.77 -2.46
H 1.78 1.49 -2.81
O 2.29 1.95 -3.48
H 1.32 4.07 1.39

# 3
C24H24N7O9Ti | wB97M-V/def2-TZVPD

Properties
LUMO	-3.85	eV
frontier orbital gap	7.58	eV
total energy	-2838.72863	hartree
charge	+1
HOMO level	-11.43	eV

Positions of all 65 atoms, in Å:
C 2.51 -3.66 -1.49
N 4.95 0.65 1.30
H 3.78 -5.09 -2.44
C 1.72 -4.27 0.73
O -5.08 4.09 3.87
N 2.20 3.92 -0.37
C 3.66 0.90 1.00
H -0.99 0.67 -3.74
H -2.96 1.31 -2.40
H -3.37 -2.74 -1.07
H -4.14 -0.40 -1.05
C -3.46 2.60 3.22
N 1.33 1.77 -0.42
C -1.76 -2.36 -2.43
C 5.98 1.67 1.45
C 2.24 2.61 -0.06
H 2.89 4.57 -0.06
O -3.37 3.83 -0.74
O -1.02 0.93 0.41
O 1.27 -1.13 -1.01
C -3.42 3.19 1.96
Ti 0.59 0.07 0.55
N -2.38 3.34 -0.25
C -3.28 -0.67 -1.64
C -0.72 0.03 3.02
C 2.45 -5.45 0.66
H 4.92 -1.45 1.10
H 5.82 2.51 0.78
H 1.34 4.29 -0.75
C 1.04 -2.11 -0.25
H 6.04 2.04 2.48
H -2.67 1.14 4.58
H 2.43 -6.15 1.48
H 3.74 -6.66 -0.54
H -0.25 -1.69 -3.80
C -2.63 1.55 3.58
H 1.12 -4.03 1.60
H 6.40 -0.77 1.75
C -1.50 -0.08 -3.15
C 1.76 -3.38 -0.34
C -1.09 -1.40 -3.18
C 3.19 -5.73 -0.48
H 3.05 -0.90 1.33
O -1.28 3.31 -0.78
H -1.44 -3.39 -2.46
O -4.44 2.60 5.29
N 2.72 0.01 1.03
C -2.52 2.67 1.04
O 0.21 -1.88 0.70
C -1.74 1.55 1.34
H 4.03 2.91 0.88
O 0.46 0.29 2.38
C -1.76 1.04 2.64
H 0.58 2.22 -0.94
C 3.21 -4.85 -1.56
C 5.31 -0.68 1.77
N -4.40 3.15 4.21
H 2.52 -2.95 -2.31
O -0.87 -0.86 3.80
H -4.05 4.03 1.72
N 3.35 2.21 0.66
H 6.94 1.24 1.18
C -2.61 0.28 -2.39
H 4.96 -0.87 2.79
C -2.84 -1.99 -1.65

# 4
C5H13N | wB97M-V/def2-TZVPD

Properties
multiplicity	2
LUMO (alpha / beta)	4.02 / 3.83	eV
frontier orbital gap (alpha / beta)	2.52 / 8.65	eV
relative energy (zero: lowest compared OMol25 entry of this formula, charge and spin)	50.2	kJ/mol
total energy	-252.98239	hartree
charge	-1
HOMO level (alpha / beta)	1.49 / -4.82	eV

Positions of all 19 atoms, in Å:
C 0.45 -2.20 -1.29
H -1.55 -0.39 -1.03
C -0.17 -1.63 -0.01
H 1.21 2.43 0.43
H -0.54 2.11 2.49
H 0.61 -1.51 0.75
C 0.21 2.02 0.60
C -0.81 -0.23 -0.23
C 0.09 0.96 -0.56
H 0.86 -1.34 -1.83
H 1.11 0.58 -0.64
N 0.01 1.47 1.92
H -0.33 -2.63 -1.93
H -0.54 2.80 0.46
H -1.44 0.00 0.62
H 0.83 1.16 2.40
H -0.20 1.49 -1.47
H 1.24 -2.92 -1.08
H -1.01 -2.19 0.39

# 5
C6H6 | wB97M-V/def2-TZVPD

Properties
LUMO	1.00	eV
SMILES	C#CCC#CC
frontier orbital gap	10.59	eV
relative energy (zero: lowest compared OMol25 entry of this formula, charge and spin)	353.6	kJ/mol
total energy	-232.09166	hartree
charge	0
HOMO level	-9.59	eV

Positions of all 12 atoms, in Å:
H -2.67 0.73 1.36
H -3.31 0.31 -0.23
H 1.31 -2.07 0.32
H 1.24 -1.64 -1.38
C 2.13 -0.17 -0.14
C -0.21 -0.67 -0.17
H -2.29 1.75 -0.04
C 1.13 -1.23 -0.37
C 2.86 0.76 0.07
C -2.44 0.71 0.29
C -1.24 -0.07 0.03
H 3.50 1.59 0.26

# 6
C5H7NS | wB97M-V/def2-TZVPD

Properties
LUMO	0.27	eV
SMILES	C#CC(=S)N(C)C
frontier orbital gap	8.51	eV
relative energy (zero: lowest compared OMol25 entry of this formula, charge and spin)	228.6	kJ/mol
total energy	-647.56996	hartree
charge	0
HOMO level	-8.25	eV

Positions of all 14 atoms, in Å:
C 1.79 0.74 0.05
C -1.88 0.23 0.05
H -3.89 -0.81 0.05
H 1.92 1.22 1.00
H 2.57 -0.02 -0.15
H 1.89 1.51 -0.69
H -0.15 -1.61 -0.97
C -2.97 -0.27 0.00
C 0.33 -1.29 -0.01
N 0.46 0.13 0.00
S -0.66 2.61 -0.02
C -0.60 0.93 -0.01
H 1.40 -1.74 -0.15
H -0.21 -1.62 0.85

# 7
C14H23N2OS | wB97M-V/def2-TZVPD

Properties
LUMO	-2.26	eV
SMILES	CSc1ccc(CNCC[NH+]2CCOCC2)cc1
frontier orbital gap	8.32	eV
relative energy (zero: lowest compared OMol25 entry of this formula, charge and spin)	0.0	kJ/mol
total energy	-1129.96182	hartree
charge	+1
HOMO level	-10.58	eV

Positions of all 41 atoms, in Å:
H 3.21 -1.19 -1.65
H -2.97 6.02 2.43
H 1.19 -1.57 -3.16
C 0.66 0.85 1.45
C -1.43 2.66 1.86
H 0.08 4.18 1.58
H -2.66 0.93 2.11
H -1.85 -0.96 -0.58
H 1.56 -1.09 1.64
H -1.16 -1.31 -4.08
C 2.76 -1.43 -0.68
H 0.68 -1.10 -0.84
H 3.56 -1.64 0.03
C 1.83 -2.66 -0.82
N 1.91 -0.32 -0.27
N 0.52 -2.13 -1.24
H 2.18 0.56 -0.70
H -2.80 -2.47 -0.61
H -1.38 5.43 2.97
C -0.14 3.12 1.61
H 1.88 2.59 1.23
C -0.96 -1.31 -3.00
H -1.72 5.64 1.22
H -0.83 -0.67 1.77
S -2.82 3.69 2.13
C -1.91 -1.98 -1.00
H 2.72 0.25 1.62
H 1.72 -3.16 0.14
O -2.06 -1.93 -2.40
C 0.89 2.22 1.41
C 0.33 -2.07 -2.70
C 1.78 -0.12 1.19
C -0.66 -2.77 -0.62
C -2.13 5.37 2.19
H 0.26 -3.09 -3.09
H -0.54 -2.79 0.47
C -0.63 0.40 1.70
H 2.22 -3.38 -1.54
H -0.74 -3.80 -0.99
C -1.66 1.28 1.90
H -0.86 -0.26 -2.66

# 8
C14H35ClN2O | wB97M-V/def2-TZVPD

Properties
LUMO	0.04	eV
frontier orbital gap	7.36	eV
relative energy (zero: lowest compared OMol25 entry of this formula, charge and spin)	283.4	kJ/mol
total energy	-1198.94173	hartree
charge	0
HOMO level	-7.32	eV

Positions of all 53 atoms, in Å:
H 0.08 -0.09 5.66
H 4.27 -0.46 -4.04
H -1.42 0.38 6.90
H 0.11 0.79 1.12
H 1.68 0.61 1.86
C -0.61 3.69 3.77
C -1.55 0.96 4.70
H 0.48 -0.38 -4.52
H -1.25 3.95 4.70
H -1.21 3.78 3.06
H 0.11 -3.23 -3.64
H -1.81 -1.09 0.47
N -0.62 1.20 3.45
H 1.10 -0.14 3.78
H -2.30 0.76 -2.81
C -0.49 -0.74 -1.45
H 0.82 -3.00 -2.05
H 4.25 1.27 -4.43
C -2.37 -0.07 -3.78
H -0.17 1.44 6.30
H 0.92 2.33 4.25
H -2.13 -2.32 -2.94
H 2.27 -0.83 -2.20
H -1.36 -1.91 -4.35
H 0.62 2.51 2.83
H 2.12 -1.61 -3.83
H -1.76 0.48 -4.50
C 0.74 0.21 1.74
H -0.53 -3.45 -2.22
H -3.45 -0.28 -4.07
H -2.72 -1.38 -1.04
H -2.22 0.30 4.29
H 4.23 0.59 -2.69
H 0.43 -0.96 -0.60
C 3.90 0.49 -3.70
C -1.71 -1.29 -0.57
O 2.56 0.50 -3.78
Cl 2.16 -3.08 0.22
H -0.03 4.67 3.49
C 1.96 -0.67 -3.18
H -2.08 1.98 4.82
C 0.56 -0.46 -3.58
H -0.50 0.34 -1.30
N -0.38 -1.38 -2.78
H 1.08 -0.59 1.22
C 0.22 0.05 3.07
H -1.75 -2.53 -0.45
H 0.33 0.69 -3.63
C -0.01 -2.78 -2.70
H -0.30 -0.91 2.94
C 0.17 2.45 3.69
C -1.68 -1.46 -3.54
C -0.75 0.68 6.04